#A
This record from the Open Molecules 2025 dataset describes a cluster of 2 separate species, H3N3O2 in total. The level of theory is the ωB97M-V functional and the def2-TZVPD basis.

Output
LUMO level (alpha / beta) = -0.137 / -0.137 hartree
Total charge = 0
HOMO (alpha / beta) = -0.3669 / -0.3674 Eh
Molecular weight = 77.04 g mol⁻¹
Kohn-Sham gap (alpha / beta) = 6.25 / 6.26 eV

Atoms and positions in Å:
N  0.2500  -0.8836  -0.0922
N  0.0572  0.6577  1.5917
N  0.1127  0.3272  0.1866
O  0.1970  1.2000  -0.6647
O  0.4298  -1.3504  -2.6979
H  0.1220  -0.0599  2.3127
H  -0.6678  1.3824  1.7970
H  -0.5010  -1.2734  -2.4332

***

#B
This record from the Open Molecules 2025 dataset describes a cluster of 2 separate species, H3N3O2 in total. The level of theory is the ωB97M-V functional and the def2-TZVPD basis.

Output
LUMO level (alpha / beta) = 0.013 / -0.009 hartree
Total charge = 0
HOMO (alpha / beta) = -0.2935 / -0.3020 Eh
Molecular weight = 77.04 g mol⁻¹
Kohn-Sham gap (alpha / beta) = 8.34 / 7.98 eV

Atoms and positions in Å:
N  -2.3273  -0.6419  0.4155
N  0.6372  -0.4546  -0.1173
N  -0.2889  0.0831  0.7653
O  -0.5049  1.3534  0.2784
O  -2.7773  -0.0102  -0.4573
H  1.0226  -1.3883  -0.0096
H  0.5283  -0.0896  -1.0184
H  -0.6393  1.3040  -0.7105

***

#C
This record from the Open Molecules 2025 dataset describes a structure of composition H3N3O2. The level of theory is the ωB97M-V functional and the def2-TZVPD basis.

Output
LUMO level (alpha / beta) = 0.009 / 0.009 hartree
Total charge = 0
HOMO (alpha / beta) = -0.3376 / -0.3376 Eh
Molecular weight = 77.04 g mol⁻¹
Kohn-Sham gap (alpha / beta) = 9.42 / 9.42 eV

Atoms and positions in Å:
N  0.8535  0.2398  -0.0459
N  -0.8838  -0.4839  -0.1012
N  0.6469  1.4044  -0.1587
O  1.7680  -0.5469  -0.0233
O  -1.7448  0.4509  -0.0908
H  -0.7115  -1.1567  0.7031
H  -0.8192  -1.0519  -0.9294
H  1.4182  1.9446  -0.0582

***

If we sort the structures by their calculated energies, the order from most to least stable is #B, #C, #A.

***

#A
This record from the Open Molecules 2025 dataset describes the molecule CH5N3O. The level of theory is the ωB97M-V functional and the def2-TZVPD basis.

Output
LUMO level = 0.029 hartree
Total charge = 0
HOMO = -0.3139 Eh
Molecular weight = 75.07 g mol⁻¹
Kohn-Sham gap = 9.33 eV
SMILES string = N/N=C\NO

Atoms and positions in Å:
C  0.0877  0.8630  -0.2835
H  -1.2386  -1.1547  -0.7718
H  -2.5058  -0.8665  0.3654
H  0.5388  1.8612  -0.3931
H  0.4368  -1.0033  0.0010
H  2.0441  0.4043  0.9494
N  -1.4018  -0.6160  0.0770
N  -1.2071  0.8472  0.2093
N  0.9892  -0.2065  -0.3238
O  2.2566  -0.1287  0.1701

***

#B
This record from the Open Molecules 2025 dataset describes a structure of composition CH5N3O. The level of theory is the ωB97M-V functional and the def2-TZVPD basis.

Output
LUMO level = 0.020 hartree
Total charge = 0
HOMO = -0.2833 Eh
Molecular weight = 75.07 g mol⁻¹
Kohn-Sham gap = 8.27 eV

Atoms and positions in Å:
C  0.1016  0.5975  0.0351
H  2.7120  -0.8671  -0.3780
H  2.5011  0.7919  -0.1901
H  0.5400  1.5951  0.0560
H  -1.6847  1.2743  -0.4842
H  -2.4402  -0.8176  0.9310
N  2.1699  -0.1755  0.1068
N  0.8375  -0.4436  -0.0340
N  -1.2388  0.5626  0.0696
O  -1.8272  -0.6459  -0.1427

***

#C
This record from the Open Molecules 2025 dataset describes the molecule CH5N3O. The level of theory is the ωB97M-V functional and the def2-TZVPD basis.

Output
LUMO level = 0.030 hartree
Total charge = 0
HOMO = -0.3705 Eh
Molecular weight = 75.07 g mol⁻¹
Kohn-Sham gap = 10.90 eV
SMILES string = [H]/N=[N+](\[O-])CN

Atoms and positions in Å:
C  0.5697  -0.1075  0.4477
N  0.1950  1.4685  -1.2371
N  -0.0037  -1.1320  1.1928
N  -0.2145  0.3990  -0.7359
O  -1.2648  -0.2379  -0.9723
H  0.6487  0.7952  0.8826
H  1.5052  -0.4199  0.0117
H  -0.3558  1.9850  -1.8914
H  -0.2000  -1.9343  0.6156
H  -0.8798  -0.8161  1.6862

***

If we sort the structures by their calculated energies, the order from most to least stable is #C, #B, #A.

***

#A
This record from the Open Molecules 2025 dataset describes a structure of composition C2HCl3S2. The level of theory is the ωB97M-V functional and the def2-TZVPD basis.

Output
LUMO level (alpha / beta) = -0.086 / -0.086 hartree
Total charge = 0
HOMO (alpha / beta) = -0.3158 / -0.3159 Eh
Molecular weight = 195.52 g mol⁻¹
Kohn-Sham gap (alpha / beta) = 6.25 / 6.25 eV

Atoms and positions in Å:
C  1.3386  0.0447  0.0201
C  2.7680  -0.1120  0.0338
S  0.3868  2.2847  -0.0377
S  0.2110  -1.1735  0.1172
Cl  3.6320  1.4008  0.2880
Cl  3.2833  -0.8090  -1.5610
Cl  3.2810  -1.2881  1.3131
H  -0.8569  -0.3726  0.0034

***

#B
This record from the Open Molecules 2025 dataset describes a cluster of 2 separate species, C2HCl3S2 in total. The level of theory is the ωB97M-V functional and the def2-TZVPD basis.

Output
LUMO level (alpha / beta) = -0.081 / -0.082 hartree
Total charge = 0
HOMO (alpha / beta) = -0.3151 / -0.3133 Eh
Molecular weight = 195.52 g mol⁻¹
Kohn-Sham gap (alpha / beta) = 6.37 / 6.30 eV

Atoms and positions in Å:
C  0.5225  0.4927  1.4135
C  1.4953  1.2070  2.2493
S  -0.0276  -1.9173  1.7573
S  0.2215  0.9839  -0.1486
Cl  2.3512  2.4253  1.2051
Cl  2.5975  0.1986  3.2253
Cl  0.5298  2.1476  3.3452
H  -0.5486  -0.0863  -0.4773

***

If we sort the structures by their calculated energies, the order from most to least stable is #A, #B.

***

#A
This record from the Open Molecules 2025 dataset describes the molecule C5H11BrO2. The level of theory is the ωB97M-V functional and the def2-TZVPD basis.

Output
LUMO level = 0.024 hartree
Total charge = 0
HOMO = -0.3554 Eh
Molecular weight = 183.05 g mol⁻¹
Kohn-Sham gap = 10.33 eV
SMILES string = CC(C)(O)[C@H](Br)CO

Atoms and positions in Å:
C  0.1471  0.6735  1.3764
C  1.1743  0.3206  -0.8372
C  -1.1691  -1.6451  -0.1711
C  -1.3014  -0.2051  -0.5313
C  -0.1082  0.7279  -0.1438
O  -1.6434  -2.5850  -1.1184
O  -0.5838  1.9916  -0.5059
Br  -3.0186  0.5052  0.0953
H  -0.7290  0.9731  1.9746
H  0.4479  -0.4058  1.5643
H  1.0423  1.3481  1.4580
H  1.8434  -0.1925  -0.1944
H  1.1696  -0.4354  -1.7001
H  1.5502  1.2776  -1.1414
H  -1.7102  -1.8933  0.8321
H  -0.0832  -1.8080  0.0301
H  -1.4819  -0.1511  -1.5791
H  -1.3071  -3.4096  -0.9804
H  -0.3840  2.2736  -1.4145

***

#B
This record from the Open Molecules 2025 dataset describes a cluster of 2 separate species, C5H11BrO2 in total. The level of theory is the ωB97M-V functional and the def2-TZVPD basis.

Output
LUMO level = 0.020 hartree
Total charge = 0
HOMO = -0.3435 Eh
Molecular weight = 183.05 g mol⁻¹
Kohn-Sham gap = 9.88 eV
SMILES string = C=C(C)O.OCCBr

Atoms and positions in Å:
C  2.1725  0.3798  -1.1198
C  2.0414  1.1302  1.2772
C  -1.7260  -0.0302  -0.6480
C  -2.2706  -1.2990  -0.1470
C  1.7568  0.2672  0.1391
O  -2.0916  1.1610  0.1732
O  1.0347  -0.7872  0.5967
Br  -4.2839  -1.6595  0.0338
H  -1.9866  -2.1710  -0.6307
H  2.6656  1.2363  -1.6526
H  2.1240  -0.4794  -1.8825
H  2.6463  1.9511  0.9790
H  1.1269  1.5242  1.6015
H  2.4157  0.4059  1.9176
H  -2.1160  0.2671  -1.7196
H  -0.6463  -0.0303  -0.6745
H  -2.0572  -1.4894  0.8827
H  -1.8173  0.9669  1.0591
H  1.0118  -1.3439  -0.1851

***

If we sort the structures by their calculated energies, the order from most to least stable is #A, #B.

***

#A
This record from the Open Molecules 2025 dataset describes the molecule C10H8N2O. The level of theory is the ωB97M-V functional and the def2-TZVPD basis.

Output
LUMO level = -0.011 hartree
Total charge = 0
HOMO = -0.3218 Eh
Molecular weight = 172.19 g mol⁻¹
Kohn-Sham gap = 8.46 eV
SMILES string = O/N=C\c1ccnc2ccccc12

Atoms and positions in Å:
C  -2.4707  0.2232  -0.4660
C  -1.1267  0.6086  -0.1999
C  -1.1056  1.9872  -0.0589
C  0.1021  2.6799  0.1627
C  1.2742  0.7511  0.1021
C  2.5300  0.0587  0.2370
C  2.7060  -1.2867  0.0528
C  1.5351  -2.0670  -0.2591
C  0.3136  -1.4526  -0.3146
C  0.1461  -0.0501  -0.2072
H  -2.8035  -2.2782  1.0813
H  -3.2082  0.8710  -1.0233
H  -2.0384  2.4466  -0.1297
H  0.1500  3.7655  0.1117
H  3.3786  0.7480  0.4549
H  3.7424  -1.6255  0.1598
H  1.6452  -3.1450  -0.4351
H  -0.6028  -2.0184  -0.5023
N  -3.1360  -0.7968  0.0161
N  1.2381  2.0894  0.3385
O  -2.2696  -1.5088  0.8791

***

#B
This record from the Open Molecules 2025 dataset describes the molecule C10H8N2O. The level of theory is the ωB97M-V functional and the def2-TZVPD basis.

Output
LUMO level = 0.023 hartree
Total charge = 0
HOMO = -0.3288 Eh
Molecular weight = 172.19 g mol⁻¹
Kohn-Sham gap = 9.58 eV
SMILES string = c1cncc(Oc2cccnc2)c1

Atoms and positions in Å:
C  -1.1219  -0.5473  -0.2606
C  -2.1031  -1.1251  0.5692
C  -3.3567  -0.5491  0.6241
C  -3.5266  0.6176  -0.1976
C  -1.3684  0.5793  -1.0265
C  1.2375  -0.5695  -0.1053
C  1.3765  0.4773  0.7145
C  2.6467  1.1229  0.6935
C  3.7239  0.5532  0.0227
C  2.3558  -1.1353  -0.7935
H  -2.0016  -1.9475  1.1561
H  -4.1942  -0.9240  1.1342
H  -4.4812  1.0277  -0.2416
H  -0.6044  1.1473  -1.6765
H  0.5979  1.1726  1.1316
H  2.7705  1.9487  1.3646
H  4.7631  0.9057  0.0692
H  2.3166  -2.1168  -1.2089
N  -2.6072  1.0975  -1.0553
N  3.5034  -0.5166  -0.6850
O  0.0734  -1.2189  -0.2290

***

If we sort the structures by their calculated energies, the order from most to least stable is #B, #A.

***

#A
This record from the Open Molecules 2025 dataset describes a structure of composition C3H5ClS. The level of theory is the ωB97M-V functional and the def2-TZVPD basis.

Output
LUMO level = -0.090 hartree
Total charge = 0
HOMO = -0.3285 Eh
Molecular weight = 108.59 g mol⁻¹
Kohn-Sham gap = 6.48 eV

Atoms and positions in Å:
C  -0.8023  0.1911  0.3164
C  0.4134  -0.0422  -0.3140
C  1.6479  0.7263  -0.4582
H  -2.7861  -1.9635  1.2341
H  -0.9473  1.4562  0.0435
H  -0.5615  0.0050  1.4698
H  2.7135  -0.0485  -0.7050
H  1.5966  1.8272  -0.6594
S  -2.2706  -0.5565  -0.6250
Cl  0.9965  -1.5951  -0.3023

***

#B
This record from the Open Molecules 2025 dataset describes a cluster of 2 separate species, C3H5ClS in total. The level of theory is the ωB97M-V functional and the def2-TZVPD basis.

Output
LUMO level = 0.027 hartree
Total charge = 0
HOMO = -0.3517 Eh
Molecular weight = 108.59 g mol⁻¹
Kohn-Sham gap = 10.32 eV
SMILES string = C=C=CCl.S

Atoms and positions in Å:
C  -0.4549  1.0434  -0.3027
C  0.4404  1.3772  -1.2018
C  -1.5131  0.8808  0.4473
S  1.3640  -2.0107  0.3957
Cl  -2.1215  -0.7783  0.5829
H  0.4517  -2.4761  1.2140
H  0.2032  1.6892  -2.1229
H  1.5305  1.5143  -0.8634
H  -2.1552  1.5968  0.9742
H  2.2549  -2.8367  0.8765

***

If we sort the structures by their calculated energies, the order from most to least stable is #B, #A.